The following is a DFT calculation (the ωB97M-V functional and the def2-TZVPD basis) of a 11-piece molecular cluster, C40H111N9O13 overall.

Last column: Löwdin charge in e.
Element x y z (Å)
O  7.6318  1.6612  -2.0551  -0.0799
O  5.1274  -1.5066  -3.0820  -0.1032
O  -6.4705  0.9790  3.5501  -0.2273
O  3.0673  1.2036  -6.5667  -0.2011
O  -2.5379  -3.6357  4.0096  -0.1529
O  3.9771  -3.4724  -5.5511  -0.0746
O  -5.7398  -3.2497  0.0844  -0.1713
O  1.3035  -5.5786  -2.7779  -0.1841
O  7.2093  -0.8989  -1.4282  -0.0650
O  -3.9041  3.2012  -0.4187  -0.2045
O  0.9787  2.9435  4.2326  -0.2279
O  5.5625  3.2495  1.2366  -0.2013
O  1.6126  -0.3052  -0.6477  -0.2252
N  3.5265  0.8047  -2.9784  0.0450
N  -8.6043  -4.2184  -1.9923  0.0005
N  4.3266  3.3632  -1.5025  0.0457
N  0.5348  -4.2796  -5.3982  0.0613
N  -4.2497  2.2089  4.2879  0.0608
N  -1.3004  -5.7745  1.1819  0.0401
N  -1.6740  5.7293  1.2188  0.0388
N  -1.5619  3.9003  3.9376  0.0575
N  -0.4754  1.3986  1.8677  0.0437
C  1.5383  1.6747  -3.8997  -0.0475
C  5.5769  -1.8626  -4.4231  -0.1905
C  3.8344  1.5850  -7.7618  -0.0836
C  2.5263  -5.3053  -2.0811  -0.0807
C  -4.5917  -2.5222  -0.2248  -0.1495
C  0.9775  -3.6681  -4.1134  -0.4476
C  0.2633  3.0099  5.4265  -0.2188
C  4.2239  3.4984  0.9999  -0.1957
C  -1.0949  4.3708  -0.7535  -0.0683
C  -7.7192  0.2605  3.4546  -0.0648
C  -8.0488  -5.3205  0.0118  -0.0631
C  -0.8043  4.0423  5.1493  -0.4383
C  3.7222  1.4394  -5.2773  -0.1593
C  2.5094  4.6896  -0.5177  -0.0560
C  -1.6102  -3.9374  5.0201  -0.1207
C  5.2535  -3.2829  -4.9343  -0.2038
C  -7.9622  -3.9544  -0.6916  -0.3989
C  3.9546  4.2359  -0.3786  -0.4035
C  -1.2467  -4.7458  2.1988  -0.4548
C  0.4498  -4.4674  -2.9485  -0.2053
C  -1.3912  0.0276  0.1502  -0.0195
C  -6.5348  -3.5884  -1.0915  -0.1860
C  -1.9258  4.1525  6.1919  -0.0561
C  2.3867  -1.3209  -0.1202  -0.0980
C  -2.7707  0.2592  4.0769  -0.0164
C  -4.7264  2.0528  0.0108  -0.0672
C  1.2203  0.7296  0.2251  -0.1567
C  6.4200  4.4095  1.3686  -0.0766
C  7.6560  1.2589  -0.6287  -0.2066
C  -5.3835  0.1186  3.7639  -0.2007
C  0.5375  -2.2558  -4.1008  -0.0639
C  6.8686  -0.0079  -0.3974  -0.2562
C  -0.0932  0.3057  0.9900  -0.3765
C  -3.1835  3.9156  0.6065  -0.2030
C  -2.2229  4.9619  0.0326  -0.3999
C  -2.4913  -4.7128  3.0877  -0.2190
C  -1.2061  -3.5394  1.3658  -0.0767
C  -4.1170  0.9766  3.6622  -0.4495
C  2.3351  2.5403  4.3832  -0.0806
C  2.7625  0.8741  -4.2301  -0.4022
H  2.9266  3.1846  5.0338  0.0919
H  2.2926  1.5584  4.8545  0.0840
H  4.7932  -0.6079  -3.1301  0.0140
H  4.0214  -3.1238  -6.4445  0.0836
H  -3.2794  -4.6550  2.3370  0.1214
H  -5.1600  2.3461  0.9669  0.0694
H  -2.2604  -0.2946  3.2889  0.0580
H  -8.0140  -6.0739  -0.7751  0.0743
H  4.6382  0.8590  -5.3881  0.0956
H  3.4826  1.6815  -2.4792  0.0335
H  -0.5955  -4.7742  -2.9836  0.1310
H  1.0074  1.6572  -0.3064  0.1159
H  -4.3374  -2.0036  0.6995  0.0709
H  -2.6095  4.9692  5.9600  0.0811
H  4.5026  3.9847  -2.2790  0.0844
H  -0.6155  -2.7559  1.8407  0.0692
H  1.1985  -4.9720  -5.7147  0.0627
H  -5.5529  2.1158  -0.6970  0.0837
H  -8.2806  1.1539  3.1812  0.0976
H  -5.4928  -0.2950  4.7665  0.1297
H  -7.6662  -0.4921  2.6679  0.0813
H  2.0204  -2.2908  -0.4566  0.0723
H  7.7552  0.8318  -2.5225  0.0555
H  -5.0961  2.6556  3.9653  0.0868
H  6.8784  -0.4144  0.6139  0.1231
H  -0.8807  3.4737  3.3259  0.0384
H  -1.4406  4.4035  7.1351  0.0695
H  6.6644  -1.7902  -4.4073  0.1105
H  -2.7410  5.6453  -0.6402  0.1285
H  -0.8421  5.3635  1.6597  0.0430
H  4.5338  0.7836  -7.9999  0.0682
H  2.9016  -6.2559  -1.7022  0.0892
H  0.5400  -3.8972  -2.0239  0.0995
H  -0.0674  1.2074  2.7716  0.0588
H  -1.9628  -0.6032  0.8309  0.0546
H  -1.1293  -0.4808  -0.7778  0.0742
H  -1.6389  -3.1384  5.7609  0.0848
H  -9.4292  -4.7925  -1.8918  0.0659
H  -1.9141  0.9235  -0.1843  0.0642
H  5.3312  -3.9643  -4.0871  0.1208
H  -3.0326  -0.3696  4.9278  0.0740
H  -2.5763  -5.7254  3.4821  0.1225
H  1.9830  0.9431  0.9740  0.1051
H  -2.1971  -3.0944  1.2764  0.0532
H  7.3935  2.0977  0.0159  0.0920
H  -2.2939  5.8311  2.0096  0.0444
H  3.9573  4.0821  1.8810  0.1154
H  -3.6968  -3.0851  -0.4902  0.0779
H  -6.0102  -4.2667  -1.7644  0.1284
H  5.2047  2.9109  -1.2913  0.0591
H  6.7188  4.8128  0.4010  0.0904
H  2.8269  2.3163  3.4366  0.0717
H  6.5089  -0.9598  -2.0818  0.0262
H  -4.6290  -1.7553  -0.9985  0.0864
H  7.2107  4.3530  2.1167  0.0895
H  -0.6819  5.2415  -1.2628  0.0841
H  -0.5230  -2.0759  -3.9242  0.0891
H  1.1683  -1.8108  -3.3313  0.0733
H  -0.5760  -3.9437  4.6759  0.0862
H  -1.2935  3.4532  -1.3073  0.0844
H  -0.1931  4.9326  5.0014  0.1396
H  -2.3015  3.2202  4.0403  0.0195
H  -9.0450  -5.3944  0.4478  0.0734
H  -4.6437  1.9217  5.1724  0.0923
H  0.8906  3.3271  6.2596  0.1272
H  0.9929  1.1473  -3.1171  0.0687
H  -2.0706  1.0161  4.4307  0.0481
H  5.8783  5.2064  1.8781  0.0820
H  -8.4713  -3.1185  -0.2118  0.1391
H  -7.9811  -0.2522  4.3801  0.0873
H  0.7767  -3.6317  -6.1344  0.0503
H  0.8517  1.6489  -4.7459  0.0829
H  4.4381  2.4896  -7.6889  0.0824
H  2.8881  0.3156  -2.3674  0.0473
H  3.9979  2.4547  -4.9922  0.1263
H  8.6649  0.9867  -0.3185  0.1079
H  -1.9319  -4.8000  5.6035  0.0944
H  -0.3918  -4.8835  2.8607  0.1313
H  3.2570  -1.0214  -0.7042  0.0797
H  -7.9398  -4.8000  -2.4824  0.0588
H  5.8484  0.3682  -0.4737  0.1037
H  0.7565  -1.7159  -5.0220  0.0765
H  4.5607  5.1124  -0.6077  0.1191
H  -3.9887  1.1405  2.5923  0.1060
H  -0.8698  -3.6546  0.3354  0.0783
H  -2.5450  3.1591  1.0629  0.0925
H  1.7677  4.1814  0.0986  0.0531
H  5.9983  -3.4033  -5.7211  0.1147
H  -0.8529  -6.6383  1.4534  0.0735
H  3.2481  -4.9695  -2.8256  0.0666
H  -0.0753  1.9888  5.6019  0.1235
H  -1.4398  1.2527  2.1299  0.0252
H  2.1738  4.7726  -1.5514  0.0783
H  -6.5929  -2.7148  -1.7408  0.1169
H  2.0529  -3.6947  -3.9378  0.1046
H  -2.2299  -6.0701  0.9197  0.0764
H  3.4872  2.6955  1.0275  0.1035
H  0.0811  -0.4743  1.7311  0.1158
H  -5.4091  -0.6135  2.9568  0.1239
H  2.5616  -0.1686  -4.4761  0.1264
H  2.5060  -4.5224  -1.3229  0.0758
H  3.1935  1.5504  -8.6428  0.0799
H  -7.3105  -5.4994  0.7935  0.0728
H  -0.3610  4.0653  -0.0077  0.0423
H  2.6227  5.6748  -0.0654  0.0822
H  5.3991  -1.0434  -5.1198  0.1011
H  -2.4395  3.1941  6.2672  0.0644
H  -3.8427  4.2317  1.4149  0.1166
H  -4.3224  1.0405  0.0191  0.0621
H  1.5555  2.6751  -3.4674  0.0798
H  2.6241  -1.3844  0.9417  0.0989

## Properties
Kohn-Sham gap, eV: 8.82
SMILES: COC[C@H](C)N.COC[C@H](C)N.COC[C@H](C)N.COC[C@H](C)N.COC[C@H](C)N.COC[C@H](C)N.COC[C@H](C)N.COC[C@H](C)N.COC[C@H](C)N.OCCO.OCCO
Highest occupied orbital energy, eV: -8.43
LUMO level, eV: 0.39
Multiplicity: 1
Energy relative to the best compared isomer or geometry (same formula, charge and spin), kJ/mol: 924.5
Maximum force, eV/Å: 4.1